[1]
DFT (ωB97M-V with the def2-TZVPD basis set) results for a 6-piece molecular cluster, C41H31ClN4O12S3 overall.

Results
LUMO in eV: -1.72
Orbital gap in eV: 6.87
Structure (SMILES): Nc1cc(N=C=S)c(CCCCS(=O)(=O)Cl)c2nsnc12.O=C1C=CC(=O)C=C1.O=C1C=CC(=O)C=C1.O=C1C=CC(=O)C=C1.O=C1C=CC(=O)C=C1.O=C1C=CC(=O)C=C1
E_tot in hartree: -4357.33790

The geometry in XYZ format:
```
92
Properties=species:S:1:pos:R:3:forces:R:3
Cl -9.71215 0.85756 -1.16048 0.757 -0.533 -0.193
S -3.71362 -4.31506 0.65657 0.494 3.135 -0.733
S -1.03662 3.00579 -1.90063 -1.796 -1.563 -0.934
S -8.52581 -0.62457 -0.34864 -0.029 -3.866 4.874
O -9.01152 -1.98718 -0.61185 0.488 2.395 -1.719
O 0.29126 9.48058 -3.43569 0.042 -0.125 0.083
O 3.75644 1.24090 3.87040 0.109 -0.001 0.062
O 1.79206 5.11929 -0.82819 -0.094 0.109 -0.098
O -0.60018 -3.08856 3.44494 0.136 0.006 0.062
O 1.79937 -6.65045 0.73171 -0.047 0.122 -0.068
O -8.54722 -0.43647 1.11477 0.288 1.273 -2.306
O 0.46746 -2.37622 -2.10405 0.019 -0.065 0.069
O 2.61237 -0.82052 6.99940 -0.116 -0.150 -0.077
O 4.01381 -2.45739 -3.73038 -0.021 0.096 -0.121
O 2.67914 1.81890 -6.56182 0.069 -0.114 0.063
O 8.55068 1.12689 6.12392 -0.128 0.021 -0.082
N -2.39616 -0.19608 2.61237 -2.107 -0.822 -1.046
N -3.96587 -3.50218 -0.79856 0.887 1.703 1.684
N -3.17202 -3.04814 1.59186 -0.410 0.997 -1.100
N -3.34651 1.37047 -2.15435 2.492 0.040 0.900
C 0.77476 -3.35779 -1.45377 -0.046 0.122 -0.077
C 2.28948 0.50599 -4.64906 -0.007 -0.121 0.135
C 1.44723 6.11945 -1.42658 0.094 -0.213 0.126
C 0.82445 -3.37139 5.29646 0.114 -0.076 0.164
C -3.65807 -1.03918 -1.52168 0.094 2.072 -0.315
C 1.18684 -0.53752 5.14784 -0.136 0.021 -0.087
C 5.90599 2.18859 4.00964 0.179 0.115 -0.016
C 3.70642 -1.47640 -4.38009 0.007 -0.123 0.129
C -3.16577 -1.89239 0.85679 -0.598 -1.370 -1.911
C 7.45160 1.15286 5.60842 0.233 -0.037 0.165
C -2.29674 2.03206 -2.17978 0.009 1.246 1.129
C -6.52790 -0.20293 -2.38651 -0.552 -0.227 -0.687
C 6.40186 0.17940 5.98474 -0.185 -0.060 -0.037
C 1.85720 -4.26470 -1.89575 0.120 -0.193 -0.082
C -3.27119 0.32596 -1.13049 -0.541 -3.636 1.673
C 2.62345 -0.56952 -3.93751 -0.113 0.183 0.081
C 1.68295 7.58512 -3.37882 0.137 -0.187 0.002
C 2.98509 0.83921 -5.91228 -0.132 0.222 -0.100
C -2.80024 -0.49364 1.23577 0.333 1.978 -0.746
C 0.63585 8.48183 -2.83840 -0.074 0.236 -0.154
C 4.85687 1.21459 4.38670 -0.192 -0.011 -0.063
C 2.05877 6.48816 -2.72343 0.040 0.115 -0.176
C 1.49381 -5.67133 0.08098 0.100 -0.193 0.106
C 0.13658 -2.56792 4.25961 -0.105 -0.007 -0.157
C -4.15653 -1.24311 -2.98911 0.293 -1.239 0.326
C 1.87384 -1.34024 6.18363 -0.001 0.161 0.133
C 7.11033 2.16024 4.57745 -0.131 0.107 -0.156
C 0.02425 8.11276 -1.54113 -0.043 -0.130 0.193
C 0.38023 -1.10785 4.25367 0.137 0.189 0.026
C 0.41074 -4.76250 0.52184 -0.150 0.112 0.035
C 4.06867 -0.06845 -6.35493 0.142 -0.179 0.005
C -2.81397 0.62452 0.30190 -0.923 -3.213 -0.671
C 5.19752 0.20803 5.41657 0.145 -0.157 0.069
C -5.72613 -1.33285 -3.14188 -0.295 0.220 -0.578
C 2.19067 -5.33980 -1.18323 0.005 0.120 -0.138
C -6.77222 -0.48216 -0.84324 1.698 1.388 -1.520
C -3.62312 -2.19222 -0.56983 0.434 1.118 0.981
C 1.63027 -2.80081 6.18996 -0.051 -0.194 -0.038
C 4.40268 -1.14369 -5.64372 0.074 0.083 -0.179
C 0.07857 -3.68841 -0.19149 -0.106 -0.052 0.151
C 0.40023 7.01581 -0.88605 -0.137 0.167 0.005
H -6.19451 -1.41289 -0.57427 -1.425 0.626 0.118
H 6.66732 -0.54944 6.74018 0.033 0.025 -0.005
H 2.12420 -0.82816 -3.01228 -0.014 -0.063 -0.043
H -7.53075 -0.10012 -2.90870 1.089 -0.120 0.609
H 4.41864 -0.49532 5.67854 0.063 0.096 0.010
H 1.50066 1.18066 -4.34033 0.010 0.018 -0.020
H 7.88964 2.86462 4.31506 0.024 -0.027 0.033
H 5.19138 -1.81851 -5.95210 -0.011 -0.019 0.036
H 2.14093 -3.37180 6.95535 0.014 0.036 0.010
H -0.73892 8.77998 -1.16076 0.011 0.024 -0.043
H 1.37635 0.52812 5.15819 0.073 -0.033 -0.009
H 2.12004 7.86991 -4.32761 -0.037 0.033 0.007
H -2.86674 -0.93418 3.16358 0.752 0.313 -0.001
H -0.08968 -5.01849 1.44792 0.021 0.029 0.017
H -5.94918 -1.20205 -4.24720 0.278 -0.169 1.207
H -2.92201 0.65332 2.87105 0.649 -0.324 -0.082
H 5.63981 2.91736 3.25416 -0.040 -0.024 0.004
H -6.00154 0.77814 -2.55778 -0.525 -0.938 0.427
H 0.63574 -4.43777 5.28589 -0.021 0.011 -0.031
H -2.53109 1.66002 0.63543 -0.333 -1.314 -0.425
H -0.03683 6.73076 0.06284 0.035 -0.036 -0.007
H 2.35629 -4.00641 -2.82096 0.016 0.058 0.046
H -0.71018 -3.01211 0.11596 0.020 0.024 0.017
H -6.12677 -2.36219 -2.88916 0.551 1.170 0.012
H -0.13001 -0.53653 3.48852 -0.048 -0.062 -0.004
H -3.74205 -2.24223 -3.33429 -0.424 1.102 0.350
H -3.71947 -0.47982 -3.68474 -0.545 -0.543 0.877
H 2.97923 -6.01495 -1.49082 -0.011 -0.014 0.031
H -6.28189 0.36332 -0.27571 -1.061 -0.903 -0.244
H 4.56755 0.19028 -7.28052 -0.034 0.033 0.004
H 2.82189 5.82078 -3.10370 -0.013 -0.025 0.037
```
Positions in Å, forces in eV/Å.

[2]
DFT (ωB97M-V with the def2-TZVPD basis set) results for C41H31N11O2S3W as an isolated structure.

Results
Energy above the lowest of the compared OMol25 structures with the same formula, charge and spin in kcal/mol: 5.7
LUMO (spin up / spin down) in eV: -8.01 / -8.00
Orbital gap (spin up / spin down) in eV: 4.44 / 4.45
Total charge: +2
E_tot in hartree: -3595.05470

The geometry in XYZ format:
```
89
Properties=species:S:1:pos:R:3:forces:R:3
W -0.23066 -0.30275 -0.18357 -0.367 -0.245 -0.699
S 1.37194 1.91739 2.02643 0.176 0.057 -0.166
S 0.23796 -2.25193 -1.52985 0.168 -0.277 -0.006
S -1.29606 0.17134 -2.43374 -0.036 0.384 0.028
O 0.42149 2.03789 3.09555 -0.054 -0.006 0.039
O 2.34670 0.86600 2.03996 0.078 -0.021 0.037
N -0.69610 -0.64844 1.88414 -0.145 0.054 0.012
N -0.63493 3.69607 0.43013 -0.062 -0.029 0.134
N -1.62708 1.58869 -0.06571 0.038 -0.006 -0.257
N 4.22029 6.98794 1.31580 0.023 0.055 -0.044
N 0.45262 1.58160 0.64614 -0.242 0.028 -0.023
N -2.15439 -1.46582 -0.11778 -0.162 -0.002 0.320
N -3.34427 -0.89997 -0.46214 0.114 -0.059 -0.021
N 1.40183 -1.18186 0.56045 0.209 -0.338 0.266
N 1.49288 0.47245 -1.39459 0.173 0.135 0.100
N -5.01914 -2.96652 -6.22816 -0.004 0.035 -0.026
N -2.75455 -6.19824 -5.21460 0.019 -0.022 0.002
C -0.61906 2.37343 0.36264 0.133 -0.206 0.205
C -2.52971 -5.15471 -4.79315 -0.033 -0.014 -0.012
C 0.00126 -1.77416 3.90571 0.106 0.211 0.033
C -2.46331 -2.64182 0.45403 -0.026 0.001 -0.092
C 2.42696 -2.25232 2.59800 0.010 -0.014 0.089
C 4.73282 -2.01449 -1.01892 -0.079 0.006 0.039
C -5.77575 -1.35414 -0.55658 -0.044 -0.036 -0.017
C -2.75409 -1.49904 -4.05668 0.072 -0.036 0.037
C -3.85196 -2.81437 0.44717 -0.012 -0.029 -0.052
C -1.18787 -1.35525 4.52255 -0.023 0.000 -0.030
C 1.40609 -1.66150 1.88949 0.144 0.276 -0.146
C -1.21529 -3.72060 -3.32354 -0.002 0.014 0.002
C 2.63462 -0.23930 -1.21569 -0.001 -0.047 -0.014
C 3.55516 5.81932 1.46542 -0.035 -0.010 0.037
C 0.21865 -1.37377 2.57802 -0.135 0.076 0.059
C 1.66133 4.59075 2.32134 -0.073 0.034 0.091
C -4.38269 -1.70960 -0.17868 0.071 0.070 -0.060
C 1.50712 1.49718 -2.22579 0.100 0.000 -0.025
C 2.33925 5.77492 2.17493 0.074 -0.015 -0.052
C -1.71775 -1.37001 -3.14420 0.029 -0.055 -0.042
C 2.17181 3.41835 1.76502 0.067 0.176 0.123
C -3.02373 -2.74941 -4.60410 0.017 0.076 0.019
C 3.59314 -2.17678 -0.19433 0.057 0.025 -0.076
C -2.82423 3.57821 -0.51640 0.014 -0.047 0.009
C 3.77405 -0.03976 -2.00415 -0.009 -0.015 -0.003
C -2.24954 -3.86060 -4.24089 -0.027 0.018 -0.037
C -1.80857 -0.24710 2.50191 0.032 -0.099 0.039
C 2.58541 -1.24877 -0.22917 -0.161 -0.085 0.033
C 3.75583 1.04915 -2.90014 -0.005 -0.032 0.035
C 2.21756 -2.69274 3.92348 0.034 0.021 -0.096
C -1.74533 4.28509 0.02072 -0.026 0.008 -0.029
C -0.97046 -2.47400 -2.76567 -0.039 0.070 -0.039
C -2.70942 2.21278 -0.57180 -0.025 0.093 0.248
C 4.84991 -0.95424 -1.86887 -0.002 0.013 0.003
C -2.08176 -0.57577 3.82313 0.006 0.020 -0.041
C 3.38424 3.44341 1.07751 0.037 -0.059 -0.136
C 4.06540 4.62678 0.91873 -0.051 0.002 0.023
C 1.03281 -2.48502 4.56641 -0.053 0.013 0.019
C -1.48948 -3.66145 0.93173 0.036 0.003 0.040
C 2.63654 1.83406 -2.98236 -0.042 -0.018 0.037
C -4.11742 -2.87746 -5.52362 -0.025 -0.091 0.010
H 3.03373 -3.18266 4.43527 0.004 -0.001 0.006
H -5.82234 -0.99581 -1.58562 -0.005 0.016 -0.001
H 3.90456 7.82278 1.77470 -0.004 -0.008 0.015
H -1.88777 -4.16565 1.81135 0.007 -0.005 0.003
H -1.38453 -1.63177 5.55070 0.003 -0.004 0.011
H -2.50068 0.34042 1.91602 -0.025 -0.014 0.025
H -1.77303 5.36636 0.09520 0.000 0.003 0.003
H 0.74020 4.56389 2.88784 0.012 -0.036 -0.034
H 2.58766 2.68302 -3.64795 -0.004 0.007 -0.002
H 3.52779 -3.06176 0.41662 -0.005 -0.008 0.024
H 5.52169 -2.75049 -0.95432 0.014 0.002 -0.012
H -6.17462 -0.57823 0.09753 0.002 0.003 0.003
H -0.62848 -4.58721 -3.04952 0.022 0.016 0.024
H 5.12792 7.01530 0.88870 0.004 -0.014 0.008
H -3.51039 1.62326 -0.98696 0.007 -0.050 -0.014
H 0.88330 -2.81163 5.58671 0.009 -0.005 0.007
H -4.39195 -3.67113 0.81231 -0.001 -0.005 0.022
H 5.01292 4.64153 0.39623 0.010 0.002 -0.007
H -1.35523 -4.41350 0.15079 -0.023 -0.004 0.003
H -3.29123 -0.21161 -1.20106 -0.048 0.020 -0.025
H -6.41704 -2.22818 -0.47695 -0.003 0.006 0.014
H 0.59395 2.06528 -2.33629 -0.005 -0.002 0.007
H -2.99180 -0.21342 4.27748 -0.004 -0.003 0.010
H 1.95190 6.68190 2.62048 -0.015 -0.001 0.007
H -3.70918 4.07840 -0.87820 0.004 0.008 -0.003
H 5.73947 -0.81521 -2.46860 0.012 -0.010 0.004
H -3.34628 -0.64535 -4.35813 0.000 0.014 -0.002
H -0.50803 -3.26593 1.16164 0.012 0.025 0.005
H 3.41641 -2.35815 2.19101 0.006 0.002 -0.021
H 4.62501 1.25031 -3.51337 -0.003 0.011 -0.014
H 3.80496 2.52615 0.68476 -0.021 -0.024 0.013
```
Positions in Å, forces in eV/Å.

[3]
DFT (ωB97M-V with the def2-TZVPD basis set) results for C41H31N2O5P2PdS as an isolated structure.

Results
Energy above the lowest of the compared OMol25 structures with the same formula, charge and spin in kcal/mol: 0.0
LUMO in eV: -3.42
Orbital gap in eV: 7.43
Total charge: +1
E_tot in hartree: -3275.36050

The geometry in XYZ format:
```
83
Properties=species:S:1:pos:R:3:forces:R:3
Pd -0.40149 1.00784 -1.15996 0.008 0.163 -0.006
S 0.07026 -0.85640 -2.28820 -0.002 0.000 0.024
P -2.30488 -0.01342 -0.59731 -0.012 -0.053 -0.045
P 1.51646 -0.28819 0.66787 -0.021 -0.081 0.069
O -1.05315 2.74297 -0.30805 -0.009 -0.019 -0.032
O 3.65584 6.09002 -1.21419 -0.005 0.009 -0.003
O -0.10588 -0.86356 -3.73773 -0.003 -0.008 -0.005
O 1.66896 6.39788 -0.27346 -0.058 -0.018 0.001
O -0.47300 4.85322 0.09743 0.010 0.021 -0.046
N 2.38440 2.31844 -2.27319 -0.001 0.003 -0.001
N 1.17502 2.32035 -1.70717 -0.038 -0.026 -0.010
C -0.62988 -3.49151 -1.84864 -0.006 -0.022 -0.002
C 3.72262 -1.52268 -0.62301 -0.006 -0.003 0.004
C 4.38304 -2.12381 -1.68460 -0.001 -0.002 -0.011
C -4.60715 -0.50307 -2.10456 -0.007 -0.002 0.001
C 1.75743 -1.35404 -1.95271 0.007 -0.001 -0.003
C -0.25948 3.75768 -0.39504 0.040 -0.019 0.090
C 3.00739 3.49316 -2.09455 0.008 -0.003 0.014
C 2.16160 4.30454 -1.36531 -0.005 -0.001 -0.018
C 2.38973 -1.12738 -0.72503 0.006 0.006 -0.001
C 2.88474 0.49626 1.57643 -0.003 0.036 -0.022
C 0.69127 -1.42350 3.05287 0.031 0.007 0.021
C -3.74663 1.35064 1.31734 0.007 0.003 -0.011
C 4.74692 0.49415 3.10625 0.004 -0.003 -0.001
C -3.62545 0.41651 -1.74262 0.013 0.020 0.009
C 2.55544 5.68741 -0.94319 0.011 -0.024 0.009
C 4.15307 2.51916 1.95230 0.007 0.005 0.004
C 4.97313 1.83918 2.84003 -0.001 -0.002 -0.003
C -4.11583 1.64564 2.61942 -0.004 -0.005 0.008
C 0.47620 -4.01366 2.08597 -0.002 0.004 0.005
C -1.97304 -1.78759 -0.75885 -0.011 0.009 0.010
C 0.23778 -2.43705 3.88060 0.007 0.009 0.001
C -2.73487 -0.15376 3.42962 -0.001 -0.004 -0.005
C -3.66247 1.71890 -2.24223 0.000 -0.017 0.007
C 0.95340 -3.00250 1.26091 0.005 0.006 0.003
C -2.48202 -4.11524 -0.44354 -0.004 0.009 0.008
C -2.35481 -0.45222 2.13224 0.014 -0.007 -0.007
C -1.43117 -4.46957 -1.28245 0.016 0.003 -0.011
C 1.01775 3.51536 -1.15010 -0.004 0.016 -0.020
C 0.11843 -3.73422 3.39589 -0.004 -0.007 -0.007
C -0.90166 -2.16402 -1.55891 0.015 0.009 -0.012
C -2.76039 -2.78195 -0.18437 -0.007 -0.012 0.005
C -5.66506 1.17941 -3.45492 0.003 0.009 -0.001
C -2.86851 0.29601 1.07364 0.024 0.027 0.009
C -5.62386 -0.11810 -2.96367 0.002 -0.008 0.007
C 3.70931 -0.17690 2.47849 -0.016 0.000 0.012
C -3.61362 0.89377 3.67238 -0.009 0.005 -0.003
C 3.73059 -2.33317 -2.89090 0.011 -0.001 0.001
C -4.68818 2.09674 -3.09405 -0.006 0.000 -0.005
C 1.05850 -1.69734 1.73329 0.016 -0.037 -0.032
C 2.41007 -1.93915 -3.03280 -0.008 0.004 0.002
C 3.10925 1.84942 1.33052 -0.008 -0.001 -0.004
H 3.53677 -1.22384 2.69713 -0.010 -0.004 0.008
H -4.79483 2.46510 2.81117 0.000 -0.001 0.001
H 0.40173 -5.02487 1.70644 0.001 0.000 0.001
H 1.88534 -2.05663 -3.97193 -0.003 -0.002 0.003
H 4.31511 3.57075 1.75354 0.001 -0.001 -0.003
H -0.02311 -2.21518 4.90756 0.000 -0.003 -0.001
H -4.57911 -1.51845 -1.73084 -0.002 -0.003 0.001
H -2.34296 -0.73958 4.25069 -0.001 -0.002 -0.002
H 3.99188 3.69780 -2.48041 -0.002 0.001 0.000
H -0.24044 -4.52444 4.04195 0.003 0.001 0.001
H 1.25647 -3.24354 0.24972 0.002 0.003 0.002
H -1.23037 -5.51268 -1.48673 0.000 0.001 -0.001
H 2.70933 1.50661 -2.77424 0.000 -0.004 0.002
H -3.90808 1.12544 4.68740 0.001 0.003 -0.001
H -4.72035 3.10655 -3.48013 0.000 0.000 0.001
H 4.25641 -1.34527 0.30103 -0.002 -0.004 -0.013
H -6.38323 -0.83242 -3.25160 0.001 -0.001 0.001
H 5.38120 -0.03330 3.80654 -0.001 0.001 0.001
H 0.82065 5.90354 -0.12285 0.032 0.006 0.005
H 5.78365 2.35845 3.33390 -0.002 0.001 0.000
H -2.89733 2.43163 -1.95816 -0.001 0.000 0.000
H 4.24857 -2.78927 -3.72364 -0.001 0.000 0.001
H -1.66258 -1.26488 1.94854 -0.022 0.009 0.001
H 0.76431 -0.41157 3.43585 0.002 0.003 -0.001
H 2.45255 2.38924 0.65953 0.000 -0.004 0.000
H 0.19920 -3.75751 -2.49245 0.001 0.003 0.003
H -6.46035 1.47510 -4.12610 0.001 0.001 0.000
H 5.41726 -2.42050 -1.57005 -0.001 0.001 0.000
H -4.13593 1.94185 0.49887 -0.002 -0.004 -0.001
H -3.58484 -2.51289 0.46416 0.000 -0.002 0.000
H -3.09307 -4.88590 0.00700 -0.002 0.002 -0.001
```
Positions in Å, forces in eV/Å.

Question: What is the E_tot in the second record?
Answer: -3595.05470 hartree

Question: Which of these has the highest E_tot?
Answer: C41H31N2O5P2PdS

Question: Among the records above, which one has the lowest E_tot?
Answer: C41H31ClN4O12S3

Question: Which of these has the lowest E_tot?
Answer: C41H31ClN4O12S3